No. 1
C29H30F5N2O7S2Ti | wB97M-V/def2-TZVPD

Output
Expectation value of S² ... 2.006
Orbital gap (spin up / spin down) ... 3.939 / 6.862 eV
Energy relative to the best compared isomer or geometry (same formula, charge and spin) ... 48.3 kcal per mole
Max |F| ... 0.0683 Eh/bohr
Highest occupied orbital energy (spin up / spin down) ... -1.97 / -4.89 eV

ORCA input file:
```
! wB97M-V def2-TZVPD RIJCOSX def2/J DEFGRID3
* xyz -1 3
Ti 1.040 1.523 -0.225
N -0.677 2.809 0.254
C -0.070 3.873 1.074
C 1.175 4.346 0.300
O 1.357 5.545 0.053
N 1.932 3.307 -0.059
C 2.759 3.499 -1.231
C 2.067 2.712 -2.378
O 2.647 2.479 -3.431
O 0.845 2.383 -2.098
H -1.093 3.213 -0.579
H -1.371 2.287 0.777
H 0.242 3.448 2.028
H -0.743 4.717 1.249
H 3.775 3.127 -1.083
H 2.802 4.557 -1.509
O -0.147 0.194 -1.201
S -0.557 0.503 -2.618
C -1.724 -0.959 -2.994
C -2.409 -1.625 -1.798
C -3.430 -0.730 -1.083
C -3.992 -1.391 0.176
S -2.666 -1.563 1.481
O -2.016 -0.238 1.520
C -3.798 -1.562 2.876
C -4.758 -2.562 3.018
C -5.606 -2.544 4.110
C -5.479 -1.556 5.081
C -4.487 -0.590 4.955
C -3.647 -0.592 3.856
C 0.712 -0.133 -3.693
C 1.437 -1.253 -3.306
C 2.231 -1.896 -4.238
C 2.319 -1.410 -5.537
C 1.642 -0.250 -5.893
C 0.830 0.388 -4.972
H -1.128 -1.692 -3.531
H -2.468 -0.535 -3.671
H -1.639 -1.920 -1.081
H -2.916 -2.527 -2.155
H -4.256 -0.493 -1.759
H -2.936 0.205 -0.807
H -4.331 -2.408 -0.031
H -4.800 -0.811 0.620
H -4.843 -3.336 2.265
H -6.377 -3.298 4.206
H -6.147 -1.540 5.932
H -4.374 0.169 5.718
H -2.871 0.153 3.733
H 1.368 -1.593 -2.278
H 2.777 -2.790 -3.963
H 2.933 -1.922 -6.266
H 1.742 0.148 -6.895
H 0.288 1.289 -5.228
F 1.730 -2.916 5.081
C 1.523 -1.894 4.229
C 1.375 -0.600 4.703
F 1.411 -0.378 6.026
C 1.215 0.456 3.827
F 1.083 1.698 4.328
C 1.202 0.296 2.427
O 1.128 1.288 1.608
C 1.289 -1.057 1.998
F 1.221 -1.300 0.683
C 1.467 -2.114 2.864
F 1.593 -3.364 2.393
C 4.473 0.030 -2.063
C 3.724 0.136 -0.766
C 4.353 -0.417 0.481
O 2.528 0.677 -0.711
H 4.394 -0.981 -2.490
H 5.535 0.248 -1.918
H 4.056 0.728 -2.788
H 5.435 -0.267 0.465
H 4.170 -1.499 0.572
H 3.930 0.073 1.361
*
```

---

No. 2
C10H16N3O | wB97M-V/def2-TZVPD

Output
SMILES string ... C[NH2+]/C=N/N[C@H]1C=CC=C/C1=C\OC
Orbital gap (spin up / spin down) ... 7.365 / 7.366 eV
Energy relative to the best compared isomer or geometry (same formula, charge and spin) ... 120.0 kcal per mole
Max |F| ... 0.0937 Eh/bohr
Highest occupied orbital energy (spin up / spin down) ... -10.89 / -10.89 eV

ORCA input file:
```
! wB97M-V def2-TZVPD RIJCOSX def2/J DEFGRID3
* xyz 1 1
C -3.864 0.054 0.209
C -3.244 -0.582 -0.831
C -3.184 0.760 1.188
C -1.727 -0.538 -0.951
C -1.873 1.050 0.998
C -1.154 0.693 -0.170
C 3.470 -1.402 0.118
C 2.084 2.456 -0.378
C 0.132 1.026 -0.464
C 0.888 -1.108 -0.243
N -1.302 -1.663 -0.049
N -0.028 -1.781 0.372
N 2.110 -1.137 0.613
O 1.025 1.753 0.296
H -4.914 -0.147 0.070
H -3.641 -1.155 -1.718
H -3.497 1.344 2.037
H -1.420 -0.461 -1.977
H -1.357 1.654 1.748
H 3.937 -2.102 0.922
H 3.358 -1.842 -0.874
H 4.102 -0.586 0.101
H 2.896 2.267 0.321
H 1.874 3.514 -0.450
H 2.236 1.873 -1.288
H 0.305 1.038 -1.497
H 0.931 -1.182 -1.286
H -1.930 -1.821 0.733
H 2.061 -0.223 1.053
H 1.724 -1.754 1.395
*
```

---

No. 3
CHF2NO2 | wB97M-V/def2-TZVPD

Output
Orbital gap (spin up / spin down) ... 9.533 / 8.195 eV
Energy relative to the best compared isomer or geometry (same formula, charge and spin) ... 60.8 kcal per mole
Max |F| ... 0.0811 Eh/bohr
Highest occupied orbital energy (spin up / spin down) ... -9.96 / -9.41 eV

ORCA input file:
```
! wB97M-V def2-TZVPD RIJCOSX def2/J DEFGRID3
* xyz 0 1
C 0.996 0.182 -0.056
N -1.311 -0.286 0.083
O -2.031 0.407 0.749
O -1.518 -1.312 -0.390
F 1.165 1.354 0.516
F 1.052 0.311 -1.330
H 1.647 -0.656 0.428
*
```

---

No. 4
C22H28N2O3 | wB97M-V/def2-TZVPD

Output
SMILES string ... COc1ccccc1OCC(=O)N1CCC[C@H](N(C)Cc2ccccc2)C1
Orbital gap ... 8.582 eV
Energy relative to the best compared isomer or geometry (same formula, charge and spin) ... 69.4 kcal per mole
Max |F| ... 0.0101 Eh/bohr
Highest occupied orbital energy ... -7.91 eV

ORCA input file:
```
! wB97M-V def2-TZVPD RIJCOSX def2/J DEFGRID3
* xyz 0 1
C 4.897 0.323 2.142
H 4.247 -0.322 2.739
O 5.268 -0.296 0.927
C 4.412 -0.260 -0.134
C 5.014 -0.346 -1.384
C 4.270 -0.318 -2.548
C 2.899 -0.176 -2.471
C 2.279 -0.107 -1.235
C 3.009 -0.177 -0.056
O 2.435 -0.224 1.192
C 1.068 0.059 1.305
C 0.773 1.516 0.921
O 1.679 2.311 0.770
N -0.527 1.861 0.799
C -1.678 0.998 0.906
H -1.397 0.005 1.253
H -2.362 1.438 1.641
C -2.389 0.910 -0.466
N -3.514 -0.002 -0.524
C -4.392 -0.004 0.622
H -4.685 1.021 0.846
H -5.294 -0.559 0.365
H -3.956 -0.447 1.527
C -3.226 -1.313 -1.090
C -2.102 -2.086 -0.440
C -0.863 -2.177 -1.064
C 0.185 -2.863 -0.472
C 0.007 -3.464 0.763
C -1.225 -3.386 1.391
C -2.273 -2.711 0.791
H -3.237 -2.680 1.277
H -1.373 -3.863 2.349
H 0.824 -3.993 1.230
H 1.140 -2.922 -0.973
H -0.718 -1.717 -2.032
H -2.984 -1.159 -2.148
H -4.149 -1.894 -1.040
C -2.810 2.327 -0.881
C -1.583 3.232 -0.929
H -1.874 4.254 -1.175
C -0.867 3.221 0.419
H 0.063 3.790 0.375
H -1.515 3.650 1.192
H -0.895 2.880 -1.700
H -3.296 2.284 -1.856
H -3.530 2.723 -0.163
H -1.651 0.558 -1.195
H 0.478 -0.650 0.713
H 0.836 -0.082 2.366
H 1.207 0.003 -1.200
H 2.301 -0.123 -3.369
H 4.763 -0.385 -3.506
H 6.089 -0.428 -1.412
H 4.394 1.276 1.967
H 5.831 0.494 2.677
*
```

---

No. 5
C4H7P | wB97M-V/def2-TZVPD

Output
Orbital gap (spin up / spin down) ... 8.363 / 7.319 eV
Energy relative to the best compared isomer or geometry (same formula, charge and spin) ... 112.3 kcal per mole
Max |F| ... 0.0200 Eh/bohr
Highest occupied orbital energy (spin up / spin down) ... -9.38 / -7.95 eV

ORCA input file:
```
! wB97M-V def2-TZVPD RIJCOSX def2/J DEFGRID3
* xyz 0 1
C 1.201 -0.698 -0.040
C -0.676 1.181 0.193
C -1.350 0.005 -0.482
C -0.048 -0.144 0.181
P 2.637 0.163 0.327
H 1.243 -1.709 -0.432
H -0.227 1.952 -0.421
H -1.107 1.561 1.106
H -2.237 -0.406 -0.026
H -1.365 -0.037 -1.564
H -0.570 -1.064 2.073
H 3.523 -0.842 -0.094
*
```